No. 1
DFT (ωB97M-V/def2-TZVPD) results for an isolated molecule of C2H7PS2.

Element x y z (Å)
P 0.36 1.86 0.88
C 0.92 0.17 0.52
C -0.23 -0.58 -0.29
S -0.10 -0.24 -2.07
S -0.25 -2.45 -0.12
H -1.07 1.42 0.87
H 0.35 2.27 -0.49
H 1.10 -0.11 1.54
H 1.87 0.17 0.03
H -1.12 -0.22 0.20
H -1.34 0.27 -2.22
H -0.51 -2.57 1.15

## Properties
Total charge: 0
DFT total energy, hartree: -1218.07221
SMILES: PCC(S)S
HOMO-LUMO gap, eV: 9.90
HOMO energy, eV: -9.24
Energy relative to the best compared isomer or geometry (same formula, charge and spin), kcal/mol: 39.4
2S+1: 1

***

No. 2
DFT (ωB97M-V/def2-TZVPD) results for a cluster of 2 separate species, C2H7S2 in total.

Element x y z (Å)
S 1.00 -1.32 -2.16
H 1.02 -0.74 -3.36
C 0.52 0.49 1.13
C -0.86 -0.06 0.80
S -1.48 0.52 -0.80
H 0.46 1.56 1.32
H 1.20 0.33 0.30
H 0.94 0.04 2.04
H -0.89 -1.15 0.85
H -1.58 0.39 1.48
H -0.33 -0.07 -1.59

## Properties
Total charge: -1
DFT total energy, hartree: -876.80381
HOMO-LUMO gap, eV: 6.91
HOMO energy, eV: -3.08
Energy relative to the best compared isomer or geometry (same formula, charge and spin), kcal/mol: 3.9
2S+1: 1

***

No. 3
DFT (ωB97M-V/def2-TZVPD) results for a cluster of 2 separate species, C2H7S2 in total.

Element x y z (Å)
S 2.31 -1.46 -0.59
H 2.95 -0.81 -1.56
C -0.71 -0.28 0.89
C -0.93 0.84 0.03
S -0.41 0.73 -1.70
H 0.39 -0.80 0.96
H -1.42 -1.12 0.95
H -0.79 -0.01 2.04
H -1.99 1.15 0.17
H -0.23 1.59 0.25
H 0.83 0.17 -1.44

## Properties
Total charge: -1
DFT total energy, hartree: -876.76819
HOMO-LUMO gap, eV: 6.54
HOMO energy, eV: -2.89
Energy relative to the best compared isomer or geometry (same formula, charge and spin), kcal/mol: 26.2
2S+1: 1

***

No. 4
DFT (ωB97M-V/def2-TZVPD) results for a cluster of 2 separate species, C2H7S2 in total.

Element x y z (Å)
S 1.52 0.17 1.71
H 2.38 0.30 2.73
C 0.60 -0.51 -1.34
S -1.06 0.22 -1.46
C -1.50 0.39 0.28
H 0.71 -1.19 -0.50
H 1.27 0.31 -1.07
H 0.86 -0.96 -2.29
H -2.56 0.60 0.30
H -1.27 -0.51 0.85
H -0.94 1.17 0.78

## Properties
Total charge: -1
DFT total energy, hartree: -876.79734
HOMO-LUMO gap, eV: 6.21
HOMO energy, eV: -2.77
Energy relative to the best compared isomer or geometry (same formula, charge and spin), kcal/mol: 7.9
2S+1: 1

***

No. 5
DFT (ωB97M-V/def2-TZVPD) results for a cluster of 2 separate species, C2H7S2 in total.

Element x y z (Å)
S -3.76 0.27 1.82
H -4.32 1.26 1.17
C 1.96 -0.14 0.96
S 1.58 -0.37 -0.84
C -0.11 -0.08 -1.61
H 2.67 0.62 1.26
H 0.97 0.10 1.26
H 2.41 -1.13 1.34
H -0.35 -1.22 -1.75
H -0.08 0.43 -2.61
H -0.97 0.27 -0.98

## Properties
Total charge: -2
DFT total energy, hartree: -876.60351
HOMO-LUMO gap (spin up / spin down), eV: 2.14 / 6.33
HOMO energy (spin up / spin down), eV: 3.81 / -0.18
Expectation value of S²: 0.75
Energy relative to the best compared isomer or geometry (same formula, charge and spin), kcal/mol: 27.4
2S+1: 2

***

No. 6
DFT (ωB97M-V/def2-TZVPD) results for a cluster of 2 separate species, C2H7S3 in total.

Element x y z (Å)
C -1.50 -1.15 1.60
S -0.96 0.45 2.22
H -0.87 -1.94 2.00
H -1.43 -1.16 0.52
H -2.52 -1.31 1.91
C -0.76 -0.05 -2.18
S 0.81 0.74 -1.81
S 1.52 -0.44 -0.27
H -1.50 0.18 -1.40
H -1.16 0.33 -3.13
H -0.67 -1.14 -2.27
H 0.24 0.38 1.59

## Properties
Total charge: -1
DFT total energy, hartree: -1275.00485
HOMO-LUMO gap, eV: 5.95
HOMO energy, eV: -2.42
Energy relative to the best compared isomer or geometry (same formula, charge and spin), kcal/mol: 4.1
2S+1: 1

***

No. 7
DFT (ωB97M-V/def2-TZVPD) results for a structure of composition C2H8BF4O3Rb.

Element x y z (Å)
Rb 0.36 -0.68 0.61
B -2.11 -3.23 0.11
F -1.07 -3.90 -0.59
F -2.10 -1.89 -0.26
F -3.35 -3.82 -0.21
F -1.89 -3.33 1.51
O 2.43 -2.68 1.00
H 2.94 -2.81 1.80
H 2.85 -3.26 0.34
C 0.72 2.83 0.17
C -0.37 2.68 -0.88
O -1.18 1.49 -0.73
O 1.73 1.81 0.17
H 0.22 2.99 1.13
H 1.27 3.74 -0.11
H 0.09 2.64 -1.88
H -1.02 3.56 -0.84
H -2.04 1.73 -1.09
H 2.51 2.15 -0.26

## Properties
Total charge: 0
DFT total energy, hartree: -755.37859
HOMO-LUMO gap, eV: 9.95
HOMO energy, eV: -10.53
Energy relative to the best compared isomer or geometry (same formula, charge and spin), kcal/mol: 0.0
2S+1: 1

***

No. 8
DFT (ωB97M-V/def2-TZVPD) results for a structure of composition C2H8BrMnO2.

Element x y z (Å)
Mn -1.33 0.64 1.43
Br 0.03 -0.78 -0.10
C 1.24 0.22 3.28
O -0.19 0.46 3.18
H 1.72 1.00 3.86
H 1.46 -0.73 3.77
H 1.64 0.18 2.27
H -0.61 0.35 4.05
C -0.82 -0.41 -3.87
O -0.28 0.77 -3.29
H -1.82 -0.64 -3.49
H -0.88 -0.26 -4.95
H -0.17 -1.28 -3.73
H 0.02 0.49 -2.41

## Properties
Total charge: +1
DFT total energy, hartree: -3956.20589
HOMO-LUMO gap (spin up / spin down), eV: 6.02 / 5.86
HOMO energy (spin up / spin down), eV: -12.58 / -12.58
Expectation value of S²: 8.76
Energy relative to the best compared isomer or geometry (same formula, charge and spin), kcal/mol: 0.0
2S+1: 6

***

No. 9
DFT (ωB97M-V/def2-TZVPD) results for a cluster of 2 separate species, C2H8BrO4PS in total.

Element x y z (Å)
O -2.99 2.41 -2.23
S -2.31 2.50 -0.96
O -2.01 3.75 -0.31
O -0.93 1.63 -1.06
C -0.94 0.61 -0.07
C -2.41 0.28 0.17
O -3.08 1.53 0.10
H -0.47 1.01 0.83
H -0.37 -0.26 -0.41
H -2.58 -0.20 1.14
H -2.80 -0.36 -0.62
P 3.61 -2.16 0.57
Br 1.30 -2.13 0.61
H 3.63 -3.50 1.11
H 3.67 -0.95 1.40
H 3.63 -1.98 -0.87
H 5.05 -2.17 0.60

## Properties
Total charge: 0
DFT total energy, hartree: -3695.42197
SMILES: O=S1(=O)OCCO1.[PH4]Br
HOMO-LUMO gap, eV: 9.79
HOMO energy, eV: -9.99
2S+1: 1

***

No. 10
DFT (ωB97M-V/def2-TZVPD) results for a cluster of 2 separate species, C2H8Cl2NOP3 in total.

Element x y z (Å)
C -0.57 -0.09 0.51
C 0.18 -0.05 -1.76
N 0.51 0.09 -0.41
O 1.48 -1.03 -0.11
P 2.14 2.34 0.62
P 0.51 3.38 1.18
P 2.98 -0.41 0.21
Cl 3.85 -0.24 -1.58
Cl 3.69 -2.24 0.77
H -1.36 0.64 0.20
H -0.94 -1.23 0.45
H -0.27 0.26 1.44
H -0.46 -0.96 -1.90
H -0.37 0.80 -2.13
H 1.16 -0.01 -2.45
H 2.83 2.37 1.79
H 0.08 3.36 -0.09

## Properties
Total charge: 0
DFT total energy, hartree: -2155.36759
HOMO-LUMO gap, eV: 7.57
HOMO energy, eV: -8.49
Energy relative to the best compared isomer or geometry (same formula, charge and spin), kcal/mol: 13.7
2S+1: 1

***

No. 11
DFT (ωB97M-V/def2-TZVPD) results for a structure of composition C2H8Cl2OSi2.

Element x y z (Å)
C 0.47 0.54 2.33
C 1.63 0.12 -0.61
O -1.05 -0.52 0.24
Si 0.14 0.58 0.47
Si -2.14 -1.11 -1.63
Cl -2.95 0.61 -2.13
Cl -0.60 -1.60 -2.88
H -0.40 0.59 2.96
H 0.85 -0.39 2.73
H 1.19 1.19 2.52
H 2.58 0.52 -0.28
H 1.72 -0.87 -0.79
H 1.61 0.69 -1.53
H -0.13 1.97 0.08
H -2.94 -2.31 -1.48

## Properties
Total charge: 0
DFT total energy, hartree: -1655.70699
HOMO-LUMO gap, eV: 9.74
HOMO energy, eV: -9.75
Energy relative to the best compared isomer or geometry (same formula, charge and spin), kcal/mol: 60.1
2S+1: 1

***

No. 12
DFT (ωB97M-V/def2-TZVPD) results for the ion C2H8Cl4N3P2 with charge +1.

Element x y z (Å)
C -3.03 0.93 -0.45
N -1.98 1.14 0.60
P -0.36 0.95 0.28
Cl 0.43 1.76 1.83
Cl 0.13 1.65 -1.43
N -0.17 -0.73 0.19
C 0.83 -1.61 -0.42
N 2.18 -1.46 0.15
P 2.68 0.15 0.21
Cl 3.74 -0.10 1.86
Cl 4.18 0.15 -1.05
H -3.28 1.88 -0.90
H -2.81 0.22 -1.25
H -3.78 0.37 0.15
H -2.21 2.05 1.13
H -0.67 -1.00 1.03
H 0.91 -1.38 -1.58
H 0.52 -2.69 -0.37
H 2.69 -2.28 0.03

## Properties
Total charge: +1
DFT total energy, hartree: -2768.59558
SMILES: C[NH+]=P(Cl)(Cl)NCNP(Cl)Cl
HOMO-LUMO gap, eV: 9.69
HOMO energy, eV: -13.15
Energy relative to the best compared isomer or geometry (same formula, charge and spin), kcal/mol: 0.0
2S+1: 1

***

- Which of these has the highest DFT total energy?
  C2H8BF4O3Rb

***

What did the second record say?
DFT (ωB97M-V/def2-TZVPD) results for a cluster of 2 separate species, C2H7S2 in total.

Element x y z (Å)
S 1.00 -1.32 -2.16
H 1.02 -0.74 -3.36
C 0.52 0.49 1.13
C -0.86 -0.06 0.80
S -1.48 0.52 -0.80
H 0.46 1.56 1.32
H 1.20 0.33 0.30
H 0.94 0.04 2.04
H -0.89 -1.15 0.85
H -1.58 0.39 1.48
H -0.33 -0.07 -1.59

## Properties
Total charge: -1
DFT total energy, hartree: -876.80381
HOMO-LUMO gap, eV: 6.91
HOMO energy, eV: -3.08
Energy relative to the best compared isomer or geometry (same formula, charge and spin), kcal/mol: 3.9
2S+1: 1